Entry 1:
The following is a DFT calculation (ωB97M-V with the def2-TZVPD basis set) of a cluster of 5 separate species, C33H41N6O5P in total in a non-equilibrium geometry.

Last column: Löwdin charge in e.
Cartesian coordinates (Å):
1 N -4.903 -2.034 -2.987  0.0579
2 H 0.994 2.004 -1.305  0.1157
3 H 8.099 5.384 -1.173  0.1029
4 C 1.558 1.308 -0.569  -0.2010
5 O 3.009 -2.757 -1.745  0.0629
6 C -2.688 -0.676 0.196  -0.0982
7 H -9.166 -7.841 -4.331  0.0991
8 C -8.015 -4.734 -3.641  -0.0733
9 C 7.080 6.914 -0.045  -0.0796
10 C 6.005 4.974 -0.907  -0.1615
11 H 0.196 -0.567 -0.485  0.1133
12 C 4.327 0.827 1.566  -0.2864
13 H 2.951 1.162 -2.341  0.1191
14 C -3.823 -4.058 -3.718  -0.0817
15 N -6.933 -5.644 -5.590  0.0586
16 H 4.381 0.271 3.736  0.0895
17 C 2.624 0.496 -1.450  -0.1129
18 C -0.983 1.235 0.202  -0.1619
19 H -0.861 2.204 0.798  0.1242
20 C -3.643 -1.473 1.120  -0.0701
21 H 5.988 0.868 3.094  0.0802
22 C 3.979 0.089 -0.637  -0.3129
23 H 4.731 0.936 -0.877  0.1529
24 H -2.028 0.966 5.934  0.1087
25 C -0.925 3.729 4.626  -0.1449
26 C 4.475 2.410 1.400  -0.0571
27 H -1.046 4.254 3.683  0.1041
28 O 3.655 -4.887 0.292  -0.1812
29 C 5.857 7.308 0.478  -0.0752
30 C -8.595 -6.924 -4.411  -0.0814
31 H -2.507 -0.965 -0.902  0.1044
32 H 6.017 4.037 -1.455  0.1006
33 C -0.014 3.528 6.815  -0.0806
34 H 3.783 6.751 0.663  0.1020
35 N 4.810 5.331 -0.410  0.0510
36 H 5.758 8.232 1.034  0.1018
37 H 3.740 -5.463 1.084  0.0795
38 H 5.571 2.718 1.609  0.0890
39 H 0.399 5.183 5.494  0.1008
40 C -7.119 -4.659 -4.696  -0.1583
41 C -0.124 4.245 5.632  -0.0763
42 H -2.637 -3.918 -5.506  0.1071
43 H 2.085 -0.398 -1.911  0.1049
44 H -4.125 -0.873 3.366  0.0628
45 O 2.576 -2.786 1.783  -0.1848
46 O 5.247 -3.172 1.434  -0.3576
47 P 3.855 -3.242 0.773  0.7134
48 C 7.161 5.723 -0.752  -0.0730
49 H 4.302 2.663 0.284  0.0603
50 C 5.104 0.168 2.834  -0.0385
51 H 0.602 3.899 7.626  0.1056
52 O 4.601 -1.129 -1.139  -0.0183
53 H 7.962 7.529 0.097  0.1063
54 H -4.258 -2.410 0.941  0.0727
55 H 5.420 -0.910 2.644  0.0624
56 C -2.556 0.590 2.248  -0.0528
57 H -4.590 -0.356 -4.131  0.1008
58 H 2.884 -2.520 2.678  0.0839
59 C -3.542 -0.606 2.426  -0.1054
60 H -9.479 -5.988 -2.688  0.1042
61 C -8.766 -5.892 -3.500  -0.0832
62 H -0.639 1.746 7.855  0.1027
63 C -0.702 2.330 6.946  -0.0717
64 C -3.540 -2.040 -4.972  -0.0767
65 C 4.760 6.487 0.271  -0.1513
66 N 3.609 0.016 0.804  0.0815
67 C 0.422 0.390 0.115  -0.1643
68 C -3.271 -3.391 -4.802  -0.0772
69 C -4.354 -1.412 -4.043  -0.1605
70 C -7.671 -6.754 -5.429  -0.1573
71 C -4.628 -3.341 -2.847  -0.1794
72 H -6.512 -3.773 -4.851  0.0921
73 H -8.122 -3.908 -2.949  0.1043
74 H 0.665 0.063 1.182  0.1102
75 H -3.125 -1.488 -5.807  0.1003
76 C 3.798 -2.269 -0.884  -0.3608
77 H -1.384 1.481 -0.845  0.1261
78 H -2.266 1.409 3.004  0.0694
79 N -1.600 2.572 4.726  0.0389
80 H -3.634 -5.112 -3.554  0.1063
81 H 2.005 1.991 0.228  0.0949
82 H -5.085 -3.820 -1.987  0.1029
83 H -7.499 -7.533 -6.164  0.0998
84 C -1.474 1.898 5.881  -0.1386
85 H 3.771 3.031 2.047  0.0976
86 N -2.034 0.423 0.896  -0.1837

Forces on the atoms, in the same order (eV/Å):
N 0.36 -0.37 -0.43
H 0.94 -1.06 1.12
H -0.07 0.00 0.01
C -1.00 -0.05 -0.44
O 3.56 2.20 3.43
C -1.69 -1.69 2.68
H 0.04 0.04 -0.02
C -0.10 -0.13 0.03
C 0.08 0.06 0.02
C -0.57 0.04 0.16
H 0.47 1.50 0.79
C -0.34 -1.11 1.07
H -0.51 -1.10 1.41
C 0.10 0.07 -0.07
N -0.44 -0.09 0.51
H 1.22 -0.47 -1.25
C 0.24 0.37 -0.54
C 0.29 -0.45 0.15
H -0.04 -1.33 -0.87
C 3.64 5.54 0.83
H -1.31 -1.31 -0.51
C -2.79 2.98 -0.87
H -0.90 -1.73 0.53
H 0.04 0.02 0.03
C -0.34 -0.46 -0.11
C 1.38 -0.67 -1.67
H 0.04 0.03 0.04
O -0.66 2.94 0.83
C 0.12 -0.06 -0.05
C 0.00 0.10 0.08
H 0.08 0.92 1.99
H 0.07 0.03 0.00
C 0.05 0.01 0.07
H 0.05 0.05 0.00
N 0.56 0.38 0.11
H -0.02 -0.06 -0.03
H 0.03 0.68 -0.51
H -1.84 -0.43 -0.09
H -0.05 -0.04 -0.02
C 0.18 -0.29 -0.52
C 0.00 -0.08 0.10
H -0.05 0.03 0.05
H 0.88 1.05 0.72
H 1.01 0.72 -1.36
O 1.73 -1.02 -1.69
O -3.63 0.43 -1.32
P 3.25 -1.56 2.73
C -0.02 0.10 0.06
H 0.00 -0.16 1.92
C -1.30 1.72 0.33
H -0.04 -0.02 -0.05
O -1.86 -1.45 1.55
H -0.06 -0.04 -0.01
H 1.04 1.66 0.10
H -0.57 1.54 0.11
C -2.21 -4.37 -1.51
H 0.03 -0.03 -0.04
H 0.17 -0.16 -0.93
C 1.78 0.86 -2.33
H 0.04 0.01 -0.05
C -0.04 0.01 0.07
H -0.02 0.01 -0.07
C 0.07 0.15 -0.04
C 0.01 -0.13 0.03
C -0.14 -0.52 -0.27
N 4.46 0.66 0.06
C -0.89 0.56 0.04
C 0.06 -0.07 -0.06
C -0.30 -0.11 0.47
C 0.38 0.42 -0.17
C -0.12 0.59 0.10
H -0.07 -0.01 0.05
H 0.04 -0.01 -0.06
H -0.10 0.47 -1.50
H -0.03 -0.01 0.05
C -3.16 -1.26 -3.26
H 0.75 -0.28 1.49
H -0.33 -1.47 -1.59
N 0.49 0.35 0.61
H -0.04 0.05 0.00
H -0.38 -0.99 -1.17
H 0.04 -0.05 -0.04
H -0.05 -0.01 0.05
C -0.19 0.10 -0.53
H 0.83 -1.18 -0.77
N -2.30 -1.58 0.25

As for the LUMO energy: 0.004 eV. The charge is 0. The value obtained for the gap between HOMO and LUMO is 7.207 eV. The value obtained for the HOMO energy is -7.2035 eV. Its SMILES is CC(C)=N[C@H](CCCCn1cccc1)OC(=O)P(=O)(O)O.c1ccncc1.c1ccncc1.c1ccncc1.c1ccncc1.

Entry 2:
The following is a DFT calculation (ωB97M-V with the def2-TZVPD basis set) of a structure of composition C33H42AsN3O2RuSSi2.

Last column: Mulliken spin population.
Cartesian coordinates (Å):
1 N -0.137 -5.169 -0.346  0.0040
2 C 0.143 -3.278 1.378  0.0127
3 C -0.331 -2.246 3.494  0.0052
4 H -3.807 2.666 -1.224  0.0020
5 H 1.856 -0.583 -4.440  -0.0001
6 H -4.512 0.718 2.365  0.0012
7 C 2.240 -1.806 1.184  0.0185
8 H 6.112 -1.811 0.593  -0.0002
9 C -3.470 0.472 2.132  0.0264
10 H 6.070 0.466 -0.012  0.0000
11 H 0.894 2.983 -1.195  0.0001
12 C 4.324 -0.755 0.185  0.0007
13 H -0.862 3.275 -1.131  0.0037
14 H 2.336 -1.339 2.185  0.0037
15 H -4.071 0.933 -1.315  0.0008
16 H 2.564 -3.938 1.624  -0.0002
17 S -1.782 -0.993 -1.637  0.0143
18 H 2.453 1.933 1.505  0.0039
19 C 5.071 0.310 -0.409  -0.0021
20 C 2.293 0.281 -3.963  0.0000
21 Ru -0.707 0.465 0.150  0.9812
22 H -4.029 6.018 2.754  -0.0001
23 As -3.292 -2.376 -1.072  0.0092
24 C -0.344 -1.026 2.842  0.0595
25 C 1.930 1.553 -4.379  -0.0002
26 C 2.838 -0.757 0.268  -0.0055
27 C 3.412 2.530 -2.784  -0.0001
28 C 4.399 -3.016 1.140  0.0000
29 C 3.066 -3.031 1.310  0.0032
30 H -0.555 -4.360 3.065  0.0007
31 H -0.614 -2.309 4.533  0.0006
32 C -0.893 4.773 2.506  -0.0024
33 C -3.098 -3.303 0.598  0.0034
34 H -0.702 -0.136 3.346  0.0008
35 N 4.741 1.189 -1.312  0.0005
36 H 2.120 3.666 1.667  -0.0007
37 H -0.176 1.678 -1.473  -0.0048
38 C -2.488 3.268 1.489  -0.0051
39 H -4.033 -3.829 0.790  0.0003
40 C 1.726 2.664 1.863  -0.0076
41 H -4.100 -4.494 -2.149  0.0006
42 C 3.204 -2.251 -3.154  -0.0001
43 H 3.391 -2.241 -4.229  0.0000
44 H 0.568 -1.867 -0.158  -0.0067
45 Si -2.769 1.557 0.750  -0.0588
46 C -4.031 1.777 -0.630  -0.0013
47 H 0.128 5.029 2.770  0.0002
48 C -5.069 -1.636 -1.012  0.0006
49 C -3.229 5.336 2.494  -0.0004
50 H -3.425 -0.593 1.893  -0.0144
51 H 1.203 1.655 -5.173  -0.0001
52 H 5.402 1.952 -1.395  0.0000
53 C 3.232 0.116 -2.951  0.0005
54 H -4.543 3.936 1.557  -0.0003
55 Si 0.039 2.391 1.081  -0.0197
56 H -3.568 -3.301 -3.366  -0.0003
57 H 2.135 -2.353 -2.958  0.0003
58 H 1.633 2.554 2.946  0.0008
59 H -2.884 -2.607 1.406  0.0003
60 C -3.341 -3.755 -2.405  0.0025
61 C 0.706 -1.965 0.923  0.0221
62 C 5.029 -1.822 0.664  0.0006
63 O 2.168 0.061 -0.313  -0.0086
64 H -5.388 -1.391 -2.022  -0.0004
65 C -0.060 2.599 -0.838  0.0162
66 C -3.512 4.161 1.815  0.0025
67 C 2.496 2.684 -3.809  0.0005
68 H -5.018 1.921 -0.178  -0.0015
69 H -1.703 6.550 3.391  -0.0001
70 C -1.920 5.637 2.852  -0.0004
71 H 3.739 -3.079 -2.700  0.0000
72 C 3.750 1.262 -2.339  -0.0011
73 C -1.173 3.595 1.809  -0.0035
74 H 5.004 -3.891 1.331  -0.0002
75 H -2.283 -4.016 0.501  -0.0001
76 C -0.238 -3.396 2.682  -0.0044
77 C 0.005 -4.333 0.440  0.0020
78 N 0.005 -0.847 1.568  -0.0582
79 H -5.078 -0.741 -0.396  0.0002
80 H -5.735 -2.384 -0.583  -0.0003
81 H -2.883 0.633 3.038  0.0036
82 H 2.222 3.672 -4.149  -0.0001
83 H -2.359 -4.222 -2.437  0.0000
84 O 3.718 -1.070 -2.538  -0.0001
85 H 3.849 3.399 -2.305  0.0002

Forces on the atoms, in the same order (eV/Å):
N 0.06 0.09 -0.01
C 0.18 -0.02 0.02
C 0.08 0.04 -0.02
H 0.02 0.00 0.04
H -0.01 0.03 0.01
H 0.03 0.02 0.01
C 0.02 0.06 -0.05
H 0.00 0.02 0.01
C -0.27 0.08 -0.07
H -0.02 0.02 0.06
H 0.13 -0.04 -0.08
C -0.14 0.05 -0.08
H 0.04 0.02 0.05
H -0.10 0.01 0.00
H -0.02 0.01 0.00
H -0.02 0.01 0.08
S 0.25 -0.02 -0.20
H 0.01 0.02 0.01
C -0.19 0.02 0.14
C 0.02 -0.04 -0.01
Ru 0.03 0.13 0.23
H 0.01 0.00 0.00
As -0.02 -0.01 0.09
C 0.18 0.14 0.06
C -0.03 0.00 -0.02
C 0.38 -0.30 0.09
C -0.12 0.01 0.03
C 0.06 0.10 -0.10
C -0.13 -0.08 0.05
H -0.03 0.02 0.00
H 0.00 -0.01 -0.01
C 0.04 -0.02 -0.06
C 0.05 0.01 0.04
H -0.06 -0.02 0.01
N 0.21 0.00 -0.21
H -0.05 -0.01 0.01
H -0.13 -0.01 0.09
C -0.46 0.01 0.01
H -0.01 0.01 0.01
C 0.10 -0.04 -0.19
H 0.00 0.00 0.01
C -0.02 0.01 0.05
H 0.00 -0.01 0.00
H -0.01 0.01 0.00
Si 0.59 -0.61 0.42
C 0.08 0.00 -0.09
H -0.01 -0.02 -0.01
C -0.01 -0.02 -0.02
C -0.04 0.00 -0.02
H 0.01 0.04 -0.01
H 0.00 0.00 0.01
H 0.11 -0.07 -0.07
C 0.00 0.05 -0.04
H 0.02 -0.01 0.01
Si -0.08 -0.07 -0.17
H 0.01 0.00 -0.02
H -0.01 0.00 -0.01
H 0.01 -0.01 0.00
H 0.01 0.00 -0.03
C -0.01 0.02 0.01
C 0.03 0.08 0.00
C 0.06 -0.15 0.01
O -0.27 0.30 -0.16
H 0.00 0.05 0.01
C 0.11 0.11 -0.04
C 0.00 -0.05 0.04
C 0.00 0.00 0.04
H -0.01 0.01 -0.05
H -0.01 -0.01 0.00
C 0.03 0.04 0.03
H 0.00 0.00 0.00
C -0.11 0.02 0.20
C 0.25 0.17 0.18
H 0.00 0.01 0.00
H -0.14 0.00 -0.01
C 0.00 -0.04 0.05
C 0.07 -0.07 0.02
N -0.70 0.01 -0.40
H 0.00 -0.02 0.04
H -0.01 -0.01 -0.04
H -0.02 -0.01 -0.01
H 0.00 -0.01 0.00
H 0.01 -0.03 0.01
O 0.00 -0.05 0.06
H 0.00 -0.01 0.00

As for the LUMO energy (spin up / spin down): -4.469 / -4.471 eV. The charge is +1. Its expectation value of S² is 0.7608. The value obtained for the gap between HOMO and LUMO (spin up / spin down) is 4.878 / 4.906 eV. Its spin multiplicity is 2. The value obtained for the HOMO energy (spin up / spin down) is -9.3469 / -9.3762 eV. The calculation puts the energy relative to the best compared isomer or geometry (same formula, charge and spin) at 294.7 kJ/mol.